# C5H10O2

A cluster of 2 separate species, C5H10O2 in total in a non-equilibrium geometry (ωB97M-V with the def2-TZVPD basis set, the OMol25 dataset).

The calculation puts the HOMO energy at -7.851 eV. The spin multiplicity is 1. As for the calculated total energy: -9439.165 eV. Its structure (SMILES) is C=COC.C=CO. The energy above the lowest of the compared OMol25 structures with the same formula, charge and spin comes out at 374.2 kJ/mol. The gap between HOMO and LUMO is 0.3251 hartree. Its net charge is 0.

```
17
Properties=species:S:1:pos:R:3:lowdin_charge:R:1
C 0.14 -1.00 1.37 -0.0252
C 0.75 -1.16 0.19 -0.2727
O 1.28 -0.17 -0.58 -0.1574
C 1.94 0.89 0.08 -0.0876
H -0.40 -1.81 1.83 0.0709
H 0.10 -0.04 1.89 0.0673
H 0.68 -2.08 -0.38 0.1236
H 2.80 0.48 0.62 0.0971
H 1.30 1.44 0.78 0.0806
H 2.28 1.57 -0.70 0.0956
C -1.83 -0.20 -0.04 -0.0477
C -1.38 0.80 -0.78 -0.3074
O -1.16 0.77 -2.11 0.0029
H -1.97 -1.23 -0.35 0.0834
H -2.23 0.14 0.88 0.0548
H -1.14 1.76 -0.33 0.1205
H -1.18 -0.15 -2.38 0.1013
```